Here is 5 unconnected molecules or ions with the total composition C16H36ClO6PSi from the Open Molecules 2025 dataset. Energies are from the ωB97M-V functional and the def2-TZVPD basis.

Cartesian coordinates (Å):
O1 2.375 0.215 2.308
C1 1.883 0.823 3.497
C2 1.671 2.339 3.336
C3 0.192 2.689 3.473
C4 -0.189 4.023 2.817
Si1 -2.055 4.314 2.638
P1 -3.386 2.510 2.967
O2 -2.761 1.621 4.220
Cl1 -2.852 1.427 1.269
H1 1.683 0.220 1.630
H2 0.964 0.330 3.813
H3 2.634 0.610 4.251
H4 2.014 2.572 2.334
H5 2.273 2.861 4.072
H6 -0.078 2.725 4.525
H7 -0.385 1.901 2.997
H8 0.311 4.084 1.855
H9 0.199 4.854 3.403
H10 -2.539 5.413 3.503
H11 -2.349 4.701 1.240
H12 -2.678 2.157 5.025
C5 6.138 -0.396 -1.415
C6 5.142 0.218 -0.458
O3 4.417 1.123 -0.804
C7 5.092 -0.349 0.937
H13 6.070 0.101 -2.380
H14 7.150 -0.281 -1.023
H15 5.926 -1.458 -1.544
H16 6.064 -0.232 1.420
H17 4.834 -1.409 0.900
H18 4.337 0.179 1.514
C8 -3.705 1.249 -1.681
C9 -4.332 1.872 -2.906
O4 -4.466 3.071 -3.001
C10 -4.778 0.933 -3.997
H19 -3.429 2.028 -0.979
H20 -4.416 0.573 -1.202
H21 -2.811 0.692 -1.967
H22 -5.529 0.241 -3.612
H23 -3.929 0.364 -4.375
H24 -5.208 1.510 -4.813
C11 2.835 -2.853 3.595
C12 3.997 -3.814 3.645
O5 5.141 -3.428 3.594
C13 3.666 -5.284 3.758
H25 3.207 -1.836 3.511
H26 2.208 -3.069 2.728
H27 2.239 -2.941 4.505
H28 3.069 -5.600 2.901
H29 3.102 -5.471 4.673
H30 4.587 -5.862 3.783
C14 -5.574 -2.222 -6.607
C15 -4.087 -1.973 -6.542
O6 -3.572 -1.483 -5.564
C16 -3.274 -2.362 -7.752
H31 -6.038 -1.899 -5.678
H32 -6.010 -1.664 -7.437
H33 -5.769 -3.286 -6.753
H34 -3.619 -1.809 -8.628
H35 -3.376 -3.431 -7.943
H36 -2.227 -2.130 -7.575

The HOMO-LUMO gap is 8.8 eV. The calculation puts the maximum force at 1.1 eV/Å. The calculation puts the calculated total energy at -59149.527 eV. The LUMO energy is 0.0094 hartree. As for the SMILES: OCCCC[SiH2]P(O)Cl.CC(C)=O.CC(C)=O.CC(C)=O.CC(C)=O. Its total charge is 0.